ORCA calculation (ωB97M-V/def2-TZVPD) on a cluster of 2 separate species, C2F4OS in total in a non-equilibrium geometry.

Geometry as XYZ:
```
8
Properties=species:S:1:pos:R:3:nbo_charge:R:1
C -0.2197 -0.9863 0.0892 0.78
C -0.6353 0.5200 -0.0007 0.89
O 0.6255 -1.4060 0.7348 -0.45
F -0.9564 -1.7715 -0.7643 -0.32
F 0.4788 1.1418 0.2838 -0.29
F -1.6110 0.9634 0.7779 -0.28
F -0.9638 0.8116 -1.3319 -0.32
S 3.2820 0.7269 0.2110 0.00
```

Properties
Kohn-Sham gap (alpha / beta) in eV: 7.375 / 7.331
LUMO level (alpha / beta) in Ha: -0.09907 / -0.10071
E_tot in eV: -25823.4423
Total charge: 0
M in g mol⁻¹: 148.080